Formula: C5H9N2
Source: OMol25
Level of theory: ωB97M-V with the def2-TZVPD basis set

Cartesian coordinates (Å):
C 2.73010 -0.86860 0.45547
C 1.80748 -0.12648 -0.54158
C -1.91273 -0.03395 0.43586
C 3.15444 0.27592 0.02443
C 0.51004 0.65715 -0.06195
N -0.85393 0.05228 -0.31556
N -3.02513 -0.40930 -0.02412
H 2.85585 -1.97838 0.78185
H 1.88194 -0.21909 -1.64511
H -1.75213 0.55379 1.32073
H 3.82684 1.09997 0.18395
H 0.62762 1.61701 -0.56072
H -0.99048 -0.11984 -1.32921
H 0.44275 0.89315 0.91101
H -3.90527 -0.42921 0.57666
H -3.05225 -0.38910 -1.04220

Properties
- ΔE to the lowest compared entry with this formula, charge and spin (kJ/mol) = 460.07
- multiplicity = 1
- charge = +1

Formula: C22H42FN2O4SSi
Source: OMol25
Level of theory: ωB97M-V with the def2-TZVPD basis set

Cartesian coordinates (Å):
C -3.79380 -1.18831 -2.83783
Si -2.62178 -0.95709 -4.33125
C -3.66030 -0.37950 -5.85170
C -1.27184 0.37123 -4.06763
C -1.62558 1.48020 -2.99490
C -1.17820 1.15171 -1.52484
C 0.28580 0.59205 -1.38279
C 0.57970 0.31582 0.14917
C 1.22990 1.57882 0.86652
C 2.67779 1.81868 0.21650
C 3.79059 1.88209 1.33603
N 4.51202 0.60562 1.54484
C 5.53573 0.67926 2.62148
C 4.98522 1.20317 3.99075
O 4.45292 0.51864 4.82681
S 5.39401 0.21364 0.12713
O 5.57825 1.34648 -0.75076
O 6.65560 -0.42068 0.41596
F 4.44941 -0.85527 -0.66991
C -1.81066 -2.63269 -4.78077
C -1.57788 -3.57350 -3.69271
C -0.96294 -4.86990 -3.95185
C -0.56722 -5.15436 -5.31901
C -0.78853 -4.23987 -6.41881
C -1.41955 -2.94550 -6.15728
H -3.64258 -2.18733 -2.33824
H -4.84609 -1.22522 -3.23453
H -3.68695 -0.40830 -2.04307
H -3.55638 -1.08786 -6.71708
H -3.39489 0.65224 -6.18751
H -4.75318 -0.38501 -5.58128
H -1.15461 0.90841 -5.05276
H -0.29529 -0.14557 -3.88899
H -1.20533 2.45163 -3.36993
H -2.74162 1.60828 -2.99420
H -1.90493 0.47156 -0.99686
H -1.20723 2.11903 -0.94377
H 1.06688 1.20803 -1.88821
H 0.28833 -0.41935 -1.87975
H -0.38485 -0.00066 0.63491
H 1.33033 -0.51963 0.24725
H 0.57381 2.45868 0.61945
H 1.27101 1.45759 1.97673
H 2.81621 0.99039 -0.51538
H 2.61506 2.78885 -0.33926
H 3.25796 2.24577 2.25965
H 4.53247 2.70083 1.09971
H 6.42515 1.31388 2.33940
H 5.88469 -0.37296 2.80737
H 5.08040 2.30331 4.21675
H -1.84839 -3.34512 -2.64093
H -0.78315 -5.59164 -3.11949
H -0.06876 -6.12605 -5.52129
H -0.46064 -4.51238 -7.44734
H -1.60184 -2.22086 -6.98143
C -2.06746 0.33426 6.76835
C -2.32966 0.22543 5.27352
C -1.05213 0.22992 4.43020
O -0.54088 1.55354 4.34567
C 0.56815 1.81324 5.21613
N -3.13224 1.42279 4.85003
H -1.66950 1.31215 7.05006
H -2.99190 0.18599 7.33164
H -1.35862 -0.42934 7.08965
H -2.92989 -0.66174 5.06506
H -1.30913 -0.06239 3.40642
H -0.31528 -0.48816 4.79343
H 1.16788 0.92102 5.40247
H 0.20573 2.22226 6.16183
H 1.19792 2.56531 4.74227
H -3.88259 1.66480 5.49977
H -3.53268 1.29893 3.91563
H -2.48200 2.22070 4.77479

Properties
- multiplicity = 1
- charge = +1

Formula: C41H62AuBrN2O2PS2Si
Source: OMol25
Level of theory: ωB97M-V with the def2-TZVPD basis set

Cartesian coordinates (Å):
Au -0.88509 0.20407 -0.32167
C -1.03474 4.60815 -2.49702
C -1.08599 3.54910 -1.40132
C -0.00798 3.75284 -0.33312
P -0.97928 1.84025 -2.02959
C -2.21422 1.53927 -3.33981
C -2.11121 0.08024 -3.79345
C -3.61508 1.88758 -2.83475
C 0.64276 1.56658 -2.78832
C 1.02341 2.17372 -3.96535
C 2.26805 1.91738 -4.55818
C 2.66738 2.57612 -5.84247
C 3.13297 1.00506 -3.92641
C 2.78802 0.38435 -2.75794
C 1.53140 0.65313 -2.14413
N 1.16066 0.03759 -1.00598
C 2.12247 -0.67766 -0.23573
C 3.14435 0.04039 0.39813
C 3.20727 1.54880 0.32965
C 4.05055 -0.66206 1.17324
C 3.96472 -2.03933 1.34612
C 4.93538 -2.76384 2.23977
C 2.92717 -2.71286 0.71655
C 1.98938 -2.05671 -0.06911
C 0.87040 -2.83238 -0.72001
H -1.21913 5.58972 -2.05787
H -1.78992 4.44154 -3.26705
H -0.05094 4.64156 -2.96761
H -2.06580 3.56974 -0.91266
H 0.99342 3.67521 -0.76467
H -0.09618 3.01998 0.46830
H -0.10525 4.74651 0.10594
H -1.95659 2.20114 -4.17354
H -2.37405 -0.60760 -2.98759
H -1.10906 -0.17296 -4.14382
H -2.80573 -0.09670 -4.61509
H -3.88030 1.27834 -1.96725
H -4.34193 1.68748 -3.62237
H -3.70712 2.93906 -2.55918
H 0.34351 2.85556 -4.46191
H 1.90234 3.26275 -6.19906
H 2.84693 1.82822 -6.61692
H 3.59754 3.13211 -5.71288
H 4.08654 0.77651 -4.38641
H 3.45011 -0.33658 -2.29900
H 2.25790 1.98566 0.65006
H 3.41725 1.91585 -0.67764
H 3.99104 1.92284 0.98490
H 4.83971 -0.11451 1.67789
H 5.91416 -2.28579 2.23317
H 5.05369 -3.80403 1.93998
H 4.57428 -2.75812 3.27163
H 2.83935 -3.78741 0.83748
H 1.15602 -3.87310 -0.86237
H 0.58645 -2.42444 -1.69060
H -0.02690 -2.82606 -0.09734
C 1.58817 2.16696 5.98998
C 2.03206 0.77928 5.50552
C 2.60880 0.00881 6.70986
C 3.14986 1.02146 4.48635
Si 0.56329 -0.19021 4.74654
Br 0.22611 0.69211 2.64665
C -1.11100 0.10106 5.63323
C -0.95970 -0.15809 7.14559
C -2.18437 -0.85248 5.08888
C -1.65410 1.52392 5.42697
C 0.93708 -2.03367 4.36496
C 2.34131 -2.19941 3.76589
C -0.03820 -2.63880 3.34158
C 0.85988 -2.86866 5.65895
H 2.46970 2.70907 6.34776
H 0.88156 2.11962 6.81558
H 1.14419 2.75506 5.18461
H 3.38579 0.61764 7.18300
H 3.07029 -0.93323 6.41620
H 1.85729 -0.20579 7.47050
H 3.95969 1.57288 4.97698
H 2.78793 1.62753 3.65489
H 3.57409 0.10946 4.07420
H -0.56531 -1.15246 7.36305
H -1.94326 -0.08727 7.62055
H -0.31532 0.57388 7.62967
H -1.97094 -1.89664 5.31353
H -2.31454 -0.74570 4.00930
H -3.14038 -0.60712 5.56317
H -0.98619 2.29971 5.79061
H -2.59535 1.61518 5.97957
H -1.86885 1.72277 4.37669
H 2.46780 -1.60577 2.85636
H 2.48074 -3.25236 3.49441
H 3.13200 -1.93927 4.46852
H 0.04319 -2.15274 2.36891
H -1.07855 -2.59124 3.65492
H 0.21721 -3.69520 3.20560
H 1.52150 -2.49504 6.44103
H 1.16235 -3.89783 5.44023
H -0.15037 -2.90908 6.06460
O -2.31410 -4.58972 -1.03949
S -3.03214 -3.44692 -1.50914
O -3.13946 -3.19338 -2.91602
N -2.40832 -2.07173 -0.78164
C -3.31030 -1.49202 -0.05082
S -2.98256 0.01323 0.73987
C -4.62203 -2.18468 0.04477
C -5.74550 -1.83370 0.77037
C -6.85705 -2.66567 0.69512
C -6.83851 -3.81273 -0.09149
C -5.70926 -4.16328 -0.82481
C -4.61783 -3.32835 -0.73258
H -5.75291 -0.94014 1.38166
H -7.74763 -2.41823 1.25666
H -7.71543 -4.44469 -0.13382
H -5.68787 -5.05419 -1.43750

Properties
- ΔE to the lowest compared entry with this formula, charge and spin (kJ/mol) = 0.00
- multiplicity = 3
- charge = +1

Formula: C3H7NO4
Source: OMol25
Level of theory: ωB97M-V with the def2-TZVPD basis set

Cartesian coordinates (Å):
C 0.94375 1.49585 -0.32323
C 1.25494 0.44807 1.06897
C -0.73469 -0.87929 0.36645
H -0.82222 1.76897 0.39402
H 0.92761 0.79078 -1.36531
H 1.88730 2.43821 -0.66542
H 2.36248 0.30572 1.21941
H 0.71630 0.63393 2.00720
H 0.19648 -2.25457 -1.16029
H -2.70154 -1.63269 -1.31887
N -0.90624 -1.70366 -1.09773
O -0.12261 2.41568 -0.01421
O 0.63634 -0.95830 0.54075
O -1.60671 -0.12263 1.01080
O -2.03120 -2.74606 -0.66254

Properties
- ΔE to the lowest compared entry with this formula, charge and spin (kJ/mol) = 1083.31
- multiplicity = 1

Formula: C38H31N3O2
Source: OMol25
Level of theory: ωB97M-V with the def2-TZVPD basis set

Cartesian coordinates (Å):
C 1.97511 -3.46682 3.43985
N 3.30692 -3.41608 3.48752
O 3.93334 -2.29836 3.39350
O 3.96786 -4.49243 3.63793
H 1.53436 -4.45247 3.47805
H 1.39629 -2.55838 3.36077
C -6.23133 4.09617 2.81691
C -5.98937 3.36353 3.98356
C -5.44705 2.08662 3.88761
C -5.14665 1.56977 2.62475
N -4.50516 0.30459 2.57643
C -5.32081 -0.80500 2.23877
C -5.64152 -1.04804 0.90160
C -6.45378 -2.13727 0.58816
C -6.92525 -2.96142 1.61265
C -6.60173 -2.71064 2.94909
C -5.80033 -1.61662 3.26781
C -3.11434 0.23169 2.37623
C -2.34170 -0.31421 3.40701
C -0.97934 -0.39670 3.25372
C -0.34438 -0.04285 2.02004
C 1.04879 -0.30273 1.85454
C 1.83538 -0.23564 0.65817
C 3.24605 0.00902 0.71850
C 3.97676 0.25174 -0.41661
C 3.37557 0.05139 -1.67264
N 4.15814 0.15302 -2.81689
C 3.84870 -0.59399 -3.99068
C 2.96568 -0.08142 -4.94245
C 2.55661 -0.90377 -5.99262
C 3.09619 -2.18516 -6.12195
C 4.04767 -2.65629 -5.21270
C 4.43218 -1.85496 -4.14253
C 5.09340 1.21112 -2.96843
C 6.46081 0.96702 -2.81037
C 7.36542 2.01277 -2.99105
C 6.89842 3.27326 -3.37600
C 5.53252 3.50661 -3.56126
C 4.62323 2.47491 -3.34174
C 2.01764 -0.29355 -1.77294
C 1.25416 -0.42992 -0.63204
C -1.15964 0.59473 1.02535
C -2.53275 0.67181 1.18692
C -5.42260 2.27513 1.45570
C -5.95174 3.56298 1.55714
H -6.64549 5.10008 2.88880
H -6.20731 3.77782 4.96587
H -5.22924 1.47464 4.76449
H -5.25316 -0.37603 0.13563
H -6.70385 -2.32829 -0.45426
H -7.55818 -3.81169 1.36197
H -6.96376 -3.35685 3.74615
H -5.52921 -1.37174 4.29566
H -2.84544 -0.63857 4.31768
H -0.37401 -0.74803 4.08672
H 1.59910 -0.54267 2.77963
H 3.73955 0.06135 1.68645
H 5.01089 0.60137 -0.38104
H 2.58594 0.93551 -4.82720
H 1.81039 -0.53592 -6.69668
H 2.77387 -2.82203 -6.94279
H 4.48213 -3.64922 -5.32035
H 5.16500 -2.18831 -3.40528
H 6.79028 -0.03567 -2.53245
H 8.42944 1.83560 -2.83138
H 7.60658 4.08565 -3.53822
H 5.16291 4.48358 -3.87168
H 3.54846 2.61818 -3.46155
H 1.56714 -0.37980 -2.75899
H 0.19734 -0.67471 -0.69957
H -0.69299 1.04704 0.15323
H -3.17299 1.07448 0.40640
H -5.20134 1.81735 0.49105
H -6.12981 4.13378 0.64632

Properties
- ΔE to the lowest compared entry with this formula, charge and spin (kJ/mol) = 235.20
- multiplicity = 1

Formula: H4OP2
Source: OMol25
Level of theory: ωB97M-V with the def2-TZVPD basis set

Cartesian coordinates (Å):
O -0.04030 0.87841 1.94841
P 1.10812 -0.91567 -0.30448
P -0.40162 0.24297 0.69618
H 1.96869 0.03864 -0.70534
H 0.37718 -1.08515 -1.62370
H -1.55986 -0.58117 0.50927
H -1.45221 1.42195 -0.52035

Properties
- ΔE to the lowest compared entry with this formula, charge and spin (kJ/mol) = 145.78
- multiplicity = 1

Formula: CH2I3P
Source: OMol25
Level of theory: ωB97M-V with the def2-TZVPD basis set

Cartesian coordinates (Å):
C -2.13206 1.27198 -0.09315
P 1.80691 -0.81408 0.57755
I -2.87517 2.97324 -0.90579
I 0.98198 -1.97717 -1.39384
I -3.31013 -0.04754 1.04116
H 2.68813 0.19283 -0.19276
H 2.84033 -1.59926 0.96682

Properties
- ΔE to the lowest compared entry with this formula, charge and spin (kJ/mol) = 268.81
- multiplicity = 1

Formula: C4H6N2S
Source: OMol25
Level of theory: ωB97M-V with the def2-TZVPD basis set

Cartesian coordinates (Å):
C -1.87719 -0.16048 -0.45839
C -1.19250 0.43798 -1.43348
C -0.00758 -0.09861 0.75445
C 0.97242 -0.20939 1.83499
N -1.20985 -0.43763 0.72791
N 1.41965 -0.19658 -1.74721
S 0.50812 0.81423 -0.98198
H -2.91004 -0.46470 -0.49790
H -1.57698 0.73251 -2.38826
H 1.98252 -0.23758 1.42977
H 0.78440 -1.11128 2.41389
H 0.88749 0.65436 2.49534
H 2.21952 0.27717 -2.14912

Properties
- ΔE to the lowest compared entry with this formula, charge and spin (kJ/mol) = 307.78
- multiplicity = 1

Formula: C34H38BFeN4O2S2Se
Source: OMol25
Level of theory: ωB97M-V with the def2-TZVPD basis set

Cartesian coordinates (Å):
Fe -1.63985 -0.02664 1.33271
C -4.33571 0.75738 2.96746
N -3.14378 1.50021 2.52425
C -3.54974 2.47852 1.50888
C -2.38316 2.97281 0.67621
N -1.88667 1.91918 -0.21201
C -0.55973 2.28447 -0.74199
C -2.78473 1.64989 -1.31703
C -3.04429 2.62149 -2.27758
C -3.82383 2.34025 -3.38597
C -4.35501 1.06766 -3.54613
C -4.11261 0.09606 -2.59447
C -3.33068 0.37301 -1.46865
S -3.08857 -0.88999 -0.28810
C -2.45893 2.11020 3.64617
C -3.18129 2.75716 4.64454
C -2.56204 3.24593 5.78148
C -1.18662 3.12136 5.91585
C -0.45068 2.51952 4.91370
C -1.06995 1.99780 3.77313
S -0.06110 1.21548 2.57116
H -5.20552 1.40775 3.11348
H -4.12125 0.24308 3.90279
H -4.58228 0.01166 2.20979
H -4.04576 3.33724 1.98137
H -4.27005 1.99213 0.84553
H -1.56306 3.27949 1.32807
H -2.71447 3.84998 0.10542
H -0.53080 3.32691 -1.07906
H -0.32475 1.63586 -1.58529
H 0.18998 2.14058 0.03357
H -2.62142 3.61359 -2.17237
H -4.00824 3.10498 -4.12849
H -4.95884 0.83267 -4.41294
H -4.52250 -0.89922 -2.70388
H -4.25401 2.86409 4.54077
H -3.15030 3.71766 6.55706
H -0.69091 3.48469 6.80675
H 0.62419 2.43026 4.99938
C 0.89422 -2.14759 3.86434
N 0.30650 -2.92494 2.79675
C -0.92943 -2.75191 2.28109
Se -2.30655 -1.78890 3.02958
N -1.07178 -3.61505 1.25132
C 0.09440 -4.33095 1.06867
C 0.44954 -5.33056 0.17924
C 1.72227 -5.86495 0.30892
C 2.60157 -5.42490 1.29771
C 2.24361 -4.43172 2.19570
C 0.97542 -3.89088 2.06072
H 0.14319 -1.47494 4.26963
H 1.72471 -1.55674 3.47814
H 1.24614 -2.81172 4.65480
H -1.88164 -3.61282 0.65018
H -0.23897 -5.68540 -0.57475
H 2.03925 -6.64397 -0.37032
H 3.58320 -5.87244 1.37020
H 2.91875 -4.10359 2.97353
C 5.82647 0.41126 -2.96912
C 4.63383 0.36195 -3.93762
C 4.30674 1.78948 -4.40048
C 5.05127 -0.46148 -5.16100
C 3.41122 -0.23052 -3.23667
C 2.62884 -1.21974 -3.83375
C 1.49686 -1.75457 -3.22407
C 1.17140 -1.27898 -1.97691
O 0.12333 -1.60264 -1.15766
B 0.25521 -0.80938 -0.02337
O 1.39343 -0.01846 -0.13789
C 1.94669 -0.30428 -1.35802
C 3.05031 0.24317 -1.97088
H 6.73140 0.70070 -3.50523
H 5.99049 -0.56656 -2.51446
H 5.66608 1.13583 -2.17121
H 5.17391 2.23419 -4.89288
H 4.02924 2.42261 -3.55690
H 3.47549 1.78442 -5.10676
H 5.99954 -0.08848 -5.54849
H 4.31338 -0.38675 -5.96023
H 5.18049 -1.51227 -4.89922
H 2.89258 -1.60048 -4.80900
H 0.89370 -2.50226 -3.72092
H 3.60272 1.03206 -1.47823

Properties
- ΔE to the lowest compared entry with this formula, charge and spin (kJ/mol) = 112.93
- multiplicity = 2

Formula: CH5PS2
Source: OMol25
Level of theory: ωB97M-V with the def2-TZVPD basis set

Cartesian coordinates (Å):
C -0.33241 -0.11506 0.77982
P 0.45157 -0.83456 -0.75147
S 3.42407 -0.13484 0.64613
S 1.93612 0.61202 -1.09625
H -1.31199 -0.41320 0.68648
H -0.23334 0.96174 0.87254
H 0.12572 -0.54171 1.81614
H -0.39901 -0.08300 -1.60128
H 2.28285 -0.17643 1.49323

Properties
- ΔE to the lowest compared entry with this formula, charge and spin (kJ/mol) = 174.50
- multiplicity = 1

In eV, the total energy values for the records above are, in order, -8300.964, -56086.683, -163167.618, -12894.759, -48467.530, -20687.348, -34656.203, -18057.783, -168013.056, -32076.248.
In eV/Å, the max |F| values for the records above are, in order, 4.94, 3.18, 0.60, 7.92, 1.15, 5.65, 2.84, 2.17, 2.06, 4.16.